Record 1
{
  "formula": "C10H10ClMnNO2",
  "method": "wB97M-V/def2-TZVPD",
  "multiplicity": 5,
  "homo_lumo_gap_ev": [5.97, 7.25],
  "total_charge": -1,
  "species": ["H", "H", "H", "C", "O", "C", "C", "H", "H", "C", "O", "N", "H", "C", "Cl", "C", "C", "H", "H", "C", "H", "C", "Mn", "C", "H"],
  "coordinates": [[-2.75501, 0.79049, 1.30904], [2.08243, 2.20843, 0.41635], [-0.94292, 0.23942, -2.62410], [-1.70603, 1.01586, -0.66030], [-0.37322, 1.34020, 4.04746], [-2.22708, 0.32729, 0.47851], [2.28924, -0.01604, 0.59777], [-1.33460, -2.23190, -1.54281], [2.38689, -2.10848, -0.25935], [-1.49552, -1.27598, -1.04167], [-0.05747, 1.14652, 1.92554], [-0.58220, 0.70051, 3.01563], [-1.74728, 2.09751, -0.81992], [1.45613, -0.49044, -1.51357], [0.19934, -2.16851, 1.58181], [-1.26274, 0.03378, -1.60501], [1.91893, 1.22226, -0.01527], [1.33879, -1.01125, -2.47035], [1.18684, 1.70118, -2.06522], [-2.10400, -1.07560, 0.25870], [-2.53056, -1.84074, 0.89956], [1.41612, 0.94738, -1.30727], [0.03235, -0.34245, 0.16951], [2.03034, -1.08478, -0.34041], [2.78121, -0.12465, 1.56537]]
}


Record 2
{
  "formula": "C16H26NO2",
  "method": "wB97M-V/def2-TZVPD",
  "homo_lumo_gap_ev": 9.72,
  "smiles": "CCc1cccc(OCCOCC[NH+]2CCCC2)c1",
  "total_charge": 1,
  "species": ["C", "C", "C", "H", "H", "H", "H", "H", "C", "C", "C", "H", "H", "H", "H", "C", "H", "H", "H", "C", "H", "H", "C", "H", "O", "C", "C", "C", "O", "C", "H", "C", "H", "H", "C", "H", "H", "H", "N", "H", "H", "H", "C", "H", "H"],
  "coordinates": [[-3.25496, 0.71513, 0.55856], [0.85929, -2.47241, 0.45012], [-2.45072, -2.54074, -0.52316], [-3.92232, 0.94337, -0.27549], [-1.48233, 1.60699, 2.16882], [-2.98985, -3.38067, -0.97101], [0.08494, -3.21127, 0.58049], [0.09527, 3.14880, 1.49703], [4.07184, 0.34862, -0.06974], [2.08203, -2.64300, 1.08327], [0.10706, 2.28253, 0.83859], [1.53992, 0.37754, -1.21370], [-1.75902, -1.79221, -2.41311], [3.05402, 2.14527, -0.74953], [-2.06502, -2.85455, 0.45172], [-0.93015, 1.24667, 1.29994], [-2.38613, 3.09568, -0.07691], [-2.20554, 2.20271, -1.60636], [-0.68481, -3.01244, -1.68644], [2.92426, -0.60892, 0.09833], [2.23443, -3.50972, 1.70712], [-2.61705, -1.12589, 1.53479], [0.67398, -1.36040, -0.35268], [-1.48741, 0.29619, -0.42654], [-3.37348, -1.47895, -0.37269], [-1.31506, -2.14503, -1.47766], [3.09504, -1.72171, 0.92104], [-1.80320, 2.33645, -0.60329], [-0.52765, -1.06244, -0.99900], [1.70388, -0.44304, -0.53569], [4.76538, 2.07165, -1.14127], [-3.39951, -0.78046, 0.84916], [4.94606, -0.23021, -0.37831], [3.62765, 1.09042, -2.05429], [-0.32258, 2.67580, -0.58009], [4.30862, 0.77146, 0.91156], [-3.55066, 1.31097, 1.42390], [-4.37249, -0.94572, 1.32940], [-1.87795, 1.07289, 0.16517], [1.11155, 1.86597, 0.84981], [0.20543, 2.08395, -1.32676], [-0.14131, 3.72635, -0.79057], [3.85636, 1.48103, -1.06564], [4.03961, -1.86943, 1.42128], [-0.46740, 0.29278, 1.54985]]
}


Record 3
{
  "formula": "C2H6N2O2S",
  "method": "wB97M-V/def2-TZVPD",
  "homo_lumo_gap_ev": [8.66, 8.65],
  "species": ["H", "N", "H", "C", "H", "H", "O", "O", "H", "N", "C", "H", "S"],
  "coordinates": [[-3.14940, -0.79619, -0.96130], [-1.22211, -1.05137, -1.34230], [0.21440, 1.05556, -0.86993], [-2.09566, -0.61965, -0.61392], [1.03891, 1.32535, 0.66568], [0.50870, -2.10219, 1.77530], [1.68437, -1.77389, -0.82060], [-2.12580, -0.02262, 0.57903], [2.09847, 0.95524, -0.53480], [0.36519, -1.13004, 1.33597], [1.02666, 0.76110, -0.32469], [-1.27617, -0.39346, 0.98049], [0.74501, -0.98507, -0.12920]]
}


Record 4
{
  "formula": "CH2NO4P",
  "method": "wB97M-V/def2-TZVPD",
  "homo_lumo_gap_ev": 6.78,
  "smiles": "O=CNP(=O)([O-])[O-]",
  "total_charge": -2,
  "species": ["H", "N", "O", "O", "C", "H", "O", "O", "P"],
  "coordinates": [[-1.00404, -1.02360, 0.94377], [-0.55912, 0.73902, 0.06231], [1.06080, -0.91668, -1.23014], [1.45308, -0.72603, 1.26880], [-1.41739, -0.21890, 0.20994], [-0.51230, 1.29828, -0.77764], [2.19099, 1.23127, -0.14758], [-2.53105, -0.37880, -0.27474], [1.31903, -0.00456, -0.05472]]
}


DFT total energy values (in eV) by entry order: -59957.8090 -22592.8693 -20077.5170 -20040.4099.
Max |F| values (in Eh/bohr) by entry order: 0.04766 0.01856 0.10556 0.06977.